Here is 2 unconnected molecules or ions with the total composition C4H12N2PS at a distorted geometry from the OMol25 dataset. Energies are from ωB97M-V/def2-TZVPD.

The geometry in XYZ format:
```
20
Properties=species:S:1:pos:R:3:forces:R:3
C -1.679 -0.445 0.719 1.6 -1.8 0.4
C 3.896 -0.003 -0.593 0.4 -4.3 2.1
C -3.184 1.016 -1.194 -1.0 2.1 3.9
C 2.792 0.829 -0.785 -3.7 0.2 -1.3
N -2.579 -0.311 1.690 1.3 -0.3 -4.3
N -0.533 -1.113 1.037 -0.7 0.4 -0.2
P 0.677 -1.659 -0.120 -2.2 1.2 -2.5
S -1.874 -0.123 -0.966 1.1 -0.9 -0.2
H 3.664 -0.949 -1.135 1.1 0.4 0.0
H 4.859 0.423 -0.753 0.7 0.3 -0.6
H 4.013 -0.410 0.519 -0.3 0.9 -1.6
H -3.571 0.992 -2.171 -0.8 -0.7 -1.1
H -2.733 2.018 -1.097 -0.2 -0.3 0.0
H -3.971 0.967 -0.317 1.1 -0.2 -2.2
H 1.810 0.542 -1.323 2.1 0.5 0.9
H 2.894 1.819 -0.502 -0.2 2.0 0.5
H -2.394 -0.645 2.540 0.8 -1.4 4.1
H -3.142 0.432 1.578 -2.9 2.8 0.1
H -0.391 -1.349 2.028 -0.2 0.2 -0.7
H 1.446 -2.032 0.842 2.3 -1.1 2.7
```
Positions in Å, forces in eV/Å.

* relative energy (zero: lowest compared OMol25 entry of this formula, charge and spin): 3.340 eV
* maximum force: 4.79 eV Å⁻¹
* electronic energy: -1008.2620 a.u.
* charge: +1
* spin multiplicity: 1
* highest occupied orbital energy (alpha / beta): -10.646 / -11.904 eV
* LUMO energy (alpha / beta): -5.06 / -3.60 eV